(1)
Density functional theory data (ωB97M-V with the def2-TZVPD basis set) for a molecular structure, C33H12BrF15GeN3PtSSe2.

Geometry (Å):
Pt -1.3193 1.1133 -0.5285
Se -2.3066 1.8109 -3.2950
Se -3.5775 2.0629 -1.3190
C -3.2848 3.9614 -1.1117
C -4.3915 4.7299 -0.7838
C -4.1939 6.0970 -0.6324
C -2.9244 6.6150 -0.8302
C -1.8926 5.7436 -1.1535
N -2.0634 4.4284 -1.2879
C -2.3374 -0.0698 -2.9551
C -2.7032 -1.0070 -3.8997
C -2.7447 -2.3437 -3.5255
C -2.4605 -2.6885 -2.2160
C -2.1084 -1.6920 -1.3255
N -2.0324 -0.4091 -1.6901
H -5.3665 4.2816 -0.6493
H -5.0246 6.7435 -0.3802
H -2.7308 7.6755 -0.7449
H -0.8834 6.1138 -1.3044
H -2.9470 -0.6914 -4.9038
H -3.0177 -3.1016 -4.2483
H -2.5092 -3.7127 -1.8741
H -1.8859 -1.8978 -0.2908
F 3.8483 -0.5274 -1.0668
C 4.0444 -0.7001 0.2506
C 3.0032 -1.1749 1.0275
C 3.2655 -1.3486 2.3749
F 2.3281 -1.8470 3.1931
C 4.4930 -1.0440 2.9337
F 4.7080 -1.2163 4.2328
C 5.5073 -0.5601 2.1237
F 6.6855 -0.2663 2.6440
C 5.2866 -0.3889 0.7668
F 6.2570 0.0690 -0.0139
Ge 1.2906 -1.4559 0.1233
S 0.8246 0.4772 -0.8531
C 1.6182 -2.8738 -1.1899
C 2.3546 -3.9764 -0.7912
F 2.7354 -4.0798 0.4914
C 2.6880 -5.0109 -1.6429
F 3.3888 -6.0507 -1.2126
C 2.2628 -4.9563 -2.9604
F 2.5623 -5.9340 -3.7956
C 1.5118 -3.8769 -3.3940
F 1.0864 -3.8256 -4.6527
C 1.2027 -2.8598 -2.5093
F 0.4706 -1.8487 -2.9963
C -0.0525 -2.0337 1.4290
C -0.3349 -1.1953 2.4934
F 0.2400 0.0146 2.5475
C -1.1658 -1.5506 3.5357
F -1.3983 -0.7089 4.5351
C -1.7579 -2.8035 3.5253
F -2.5612 -3.1644 4.5052
C -1.5104 -3.6704 2.4730
F -2.0921 -4.8621 2.4445
C -0.6691 -3.2721 1.4499
F -0.4964 -4.1325 0.4370
Br 1.9689 5.0311 3.6245
C 0.8982 4.1001 2.4003
C -0.1958 3.3717 2.8425
C -0.9301 2.6697 1.9106
N -0.6253 2.6572 0.6051
C 0.4130 3.3944 0.1849
C 1.1923 4.1365 1.0452
H -0.4670 3.3333 3.8875
H -1.8026 2.1035 2.2052
H 0.6075 3.3812 -0.8775
H 2.0218 4.7135 0.6626

Forces on the atoms, in the same order (eV/Å):
Pt -1.3 0.3 0.1
Se -0.2 0.1 -0.7
Se 0.5 0.2 0.6
C -0.2 0.3 0.0
C 0.1 0.1 0.1
C 0.0 0.0 0.0
C 0.0 0.0 0.0
C 0.0 0.0 0.0
N -0.1 0.1 -0.1
C 0.0 -0.1 0.1
C 0.1 0.0 0.0
C 0.0 0.0 0.0
C -0.1 0.0 0.0
C -0.1 0.0 0.0
N 0.4 -0.3 -0.3
H 0.0 0.0 0.0
H 0.0 0.0 0.0
H 0.0 0.0 0.0
H -0.1 0.0 0.0
H 0.0 0.0 0.0
H 0.0 0.0 0.0
H 0.0 0.0 0.0
H 0.0 0.0 0.0
F 0.0 0.0 0.0
C 0.0 0.0 0.0
C 0.0 0.1 0.0
C 0.0 -0.1 0.0
F 0.0 0.0 0.0
C 0.0 0.0 0.0
F 0.0 0.0 0.1
C -0.1 0.0 0.0
F 0.1 0.0 0.1
C 0.0 0.0 0.1
F 0.1 0.0 -0.1
Ge 0.0 0.2 -0.1
S 0.6 -0.4 0.2
C -0.1 0.0 0.0
C 0.0 -0.1 0.1
F 0.0 0.0 0.0
C 0.0 0.0 0.0
F 0.0 -0.1 0.0
C 0.0 0.1 0.1
F 0.0 -0.1 -0.1
C 0.0 -0.1 0.1
F 0.0 0.0 -0.1
C 0.1 0.0 0.0
F -0.1 0.1 0.0
C 0.1 0.0 0.1
C 0.0 0.0 0.0
F 0.1 0.0 0.0
C 0.0 -0.1 -0.1
F 0.0 0.1 0.1
C 0.1 0.0 -0.2
F -0.1 -0.1 0.2
C 0.0 0.1 0.0
F 0.0 -0.1 0.0
C 0.0 0.0 0.0
F 0.0 -0.1 -0.1
Br 0.0 0.0 0.0
C 0.0 0.0 0.0
C 0.0 0.1 0.0
C -0.1 0.1 0.0
N 0.4 -0.3 0.4
C -0.1 0.0 -0.1
C -0.1 0.1 0.0
H 0.0 0.0 0.0
H 0.1 -0.1 0.0
H 0.0 -0.1 0.0
H 0.0 0.0 0.0

HOMO energy in eV: -11.1
Relative energy (zero: lowest compared OMol25 entry of this formula, charge and spin) in eV: 0.028
Net charge: +1
LUMO energy in eV: -4.0

(2)
Density functional theory data (ωB97M-V with the def2-TZVPD basis set) for a single C4H8O3 molecule.

Geometry (Å):
C 0.9990 -0.8374 1.3004
C 0.8999 0.2403 0.2183
O 1.3970 -0.2879 -0.9925
C -0.5427 0.7109 -0.0461
O -0.7487 1.5597 -1.1580
C -1.4093 -0.4032 -0.6161
O -2.4502 -0.0723 -1.1749
H 2.0419 -1.1508 1.4269
H 0.6403 -0.4660 2.2671
H 0.4265 -1.7342 1.0373
H 1.5036 1.1044 0.5431
H 1.1122 0.3617 -1.6549
H -0.9557 1.1586 0.8773
H -1.8466 1.2441 -1.3064
H -1.0671 -1.4278 -0.7215

Forces on the atoms, in the same order (eV/Å):
C -0.1 0.0 -0.1
C -0.3 0.2 0.1
O 0.0 0.2 -0.3
C -0.4 -0.4 0.0
O -1.8 0.5 0.1
C -0.8 -0.6 0.1
O 0.3 -0.8 0.5
H -0.2 0.2 -0.1
H 0.0 0.0 -0.2
H 0.0 0.2 0.0
H -0.2 -0.1 -0.1
H 0.2 -0.2 -0.2
H 0.0 -0.3 -0.1
H 3.2 1.6 -0.1
H 0.0 -0.4 0.4

HOMO energy in eV: -10.3
Relative energy (zero: lowest compared OMol25 entry of this formula, charge and spin) in eV: 2.591
SMILES: C[C@@H](O)[C@@H](O)C=O
LUMO energy in eV: 0.2

(3)
Density functional theory data (ωB97M-V with the def2-TZVPD basis set) for a single C6H7BrClNO molecule.

Geometry (Å):
C -0.2803 0.1901 0.6981
C -2.5971 -0.8183 -0.0256
C -2.1427 1.3492 -0.2347
C 2.2007 -0.1171 1.2072
C 1.1152 -0.1203 -1.2725
C 0.9683 -0.4734 0.2842
N -0.9281 1.1471 0.2809
O -2.9937 0.3298 -0.3697
Cl -2.8990 2.7610 -0.0560
Br -3.6539 -2.2476 -0.2590
H 1.8846 -0.3104 2.2743
H 2.3124 0.9461 1.0459
H 2.8710 -0.8806 0.7399
H 2.1158 -0.3854 -1.5139
H 0.9029 0.9259 -1.4594
H 0.3683 -0.7232 -1.7570
H 0.7555 -1.5730 0.4174

Forces on the atoms, in the same order (eV/Å):
C -0.8 0.4 0.8
C 3.6 -0.1 0.7
C 4.9 -0.2 1.0
C -2.5 -1.4 -0.8
C 0.0 -0.6 2.4
C -1.0 -0.3 -0.9
N -2.0 -0.3 -0.8
O -2.3 -1.9 -0.5
Cl -1.6 3.3 0.2
Br -1.8 -1.0 -0.4
H 0.8 0.0 -1.2
H 1.1 0.1 0.1
H 0.6 1.3 1.1
H 0.8 -0.2 -0.9
H 0.2 0.1 0.1
H -0.1 -0.2 -0.6
H 0.3 1.0 -0.3

HOMO energy (spin up / spin down) in eV: -7.2 / -7.2
Relative energy (zero: lowest compared OMol25 entry of this formula, charge and spin) in eV: 3.874
LUMO energy (spin up / spin down) in eV: 0.1 / 0.1

(4)
Density functional theory data (ωB97M-V with the def2-TZVPD basis set) for 8 unconnected molecules or ions with the total composition C20H40Cl8O4.

Geometry (Å):
C 2.1073 -4.0356 -2.6119
C 1.7700 -2.6299 -2.1001
C 1.8411 -1.8185 -3.3699
O 1.5124 -2.6942 -4.4973
C 1.5168 -4.0648 -3.9827
H 1.6647 -4.7738 -1.9424
H 3.1686 -4.2624 -2.6716
H 2.4447 -2.1935 -1.3369
H 0.7634 -2.6436 -1.7226
H 2.8126 -1.3132 -3.5875
H 1.1375 -1.0089 -3.3918
H 2.0214 -4.5904 -4.7835
H 0.4447 -4.3321 -4.0385
C 0.1119 4.5481 -0.3633
C 0.4234 6.0051 -0.0284
C -0.2598 6.1636 1.3526
O -1.1251 5.0842 1.5515
C -0.4282 3.9922 0.9719
H 0.9709 4.0108 -0.8706
H -0.7385 4.4711 -1.0780
H -0.0727 6.6713 -0.7392
H 1.4462 6.2312 0.0714
H -0.7636 7.1163 1.5062
H 0.6062 6.0549 2.0282
H -1.0977 3.1589 0.7609
H 0.4137 3.6893 1.6612
C 2.5023 -2.3047 2.6459
C 1.7732 -3.5911 2.3804
C 0.6371 -3.6135 3.4521
O 0.3850 -2.2166 3.7242
C 1.6536 -1.5655 3.7337
H 2.6805 -1.6920 1.7462
H 3.5111 -2.4490 3.0108
H 2.2107 -4.5912 2.3700
H 1.1701 -3.5762 1.4573
H 1.0526 -4.0977 4.3409
H -0.2786 -4.1070 3.1137
H 2.0521 -1.4874 4.7693
H 1.4753 -0.5438 3.4497
C -0.1763 -0.5699 0.7006
C -1.5473 -0.0124 0.3203
C -1.3045 0.6020 -1.0336
O 0.0761 0.9810 -1.0694
C 0.7553 0.4396 0.0845
H -0.0947 -1.5737 0.2156
H 0.0458 -0.6692 1.7658
H -1.8365 0.7877 1.0579
H -2.2700 -0.7817 0.3256
H -1.8872 1.5113 -1.1789
H -1.4620 -0.1259 -1.8820
H 1.0199 1.2343 0.7891
H 1.7430 0.0468 -0.2443
Cl -1.0470 0.4150 6.2925
C -1.1081 0.2338 4.5372
Cl -0.1658 1.5089 3.7431
H -0.7928 -0.7759 4.3044
H -2.1513 0.4870 4.3848
Cl -2.1830 -3.1766 -1.4307
C -3.9664 -2.9637 -1.6344
Cl -4.4064 -3.0801 -3.2972
H -4.4159 -3.7597 -1.1164
H -4.1396 -1.9110 -1.2927
Cl -5.0749 0.8156 0.0725
C -4.8083 1.9190 -1.3061
Cl -3.8543 3.2946 -0.7002
H -4.2071 1.3404 -2.0158
H -5.7751 2.2526 -1.6473
Cl 2.5399 3.8223 -3.2647
C 2.1505 2.1158 -3.1850
Cl 3.4894 1.0369 -2.5264
H 1.3066 1.8389 -2.5448
H 2.0307 1.7157 -4.2058

Forces on the atoms, in the same order (eV/Å):
C 0.2 -0.5 0.8
C 1.1 0.2 -0.4
C 0.4 0.5 -1.7
O 0.6 0.2 1.7
C -1.6 1.3 -1.9
H 0.0 -0.2 -0.1
H 0.2 0.3 0.1
H -0.3 -0.5 -0.3
H -0.5 0.1 0.3
H -0.4 -0.8 0.4
H -0.7 0.5 0.1
H 0.4 -0.7 0.4
H 0.4 -0.4 0.5
C 0.2 -0.8 -0.9
C -2.4 0.1 -0.2
C 1.5 0.3 0.1
O -0.3 -0.5 -0.4
C 1.0 -0.4 -0.2
H -0.9 0.4 1.0
H 0.6 0.2 0.3
H 0.4 0.0 -0.1
H 1.3 0.2 -0.2
H -0.1 -0.2 0.1
H -0.5 0.3 0.6
H -0.1 0.0 0.5
H -0.7 0.1 -0.6
C 1.0 0.7 0.5
C -2.9 -1.0 -0.4
C 1.1 0.7 0.0
O 0.1 -1.0 0.0
C 0.0 -0.1 -0.4
H -0.6 -0.2 0.3
H 0.2 -0.3 0.3
H 0.9 0.5 0.2
H 0.7 0.4 -0.2
H -0.4 0.0 0.3
H 0.1 0.2 0.2
H 0.2 -0.7 -0.6
H -0.1 0.5 -0.2
C 0.2 -0.8 -0.4
C 0.6 1.3 1.5
C 0.2 -0.4 -1.0
O 0.3 -0.1 0.5
C 1.1 0.1 -0.7
H 0.3 0.6 0.4
H -0.4 -0.1 -0.1
H 0.1 -0.7 -0.7
H -1.0 -0.7 0.0
H -0.1 -0.1 -0.2
H -0.1 0.6 0.8
H -0.4 0.2 0.0
H -0.7 0.0 0.0
Cl 0.5 -0.1 0.7
C -0.8 0.8 0.7
Cl 0.1 -0.2 -0.2
H 0.0 0.2 -0.4
H 0.1 -0.5 -0.8
Cl -0.2 -0.1 0.0
C 1.5 2.0 0.0
Cl -0.3 0.0 -0.9
H -0.7 -0.5 0.9
H -0.3 -1.3 0.0
Cl -0.3 -0.2 -0.1
C 0.8 -0.4 0.8
Cl -0.2 0.0 -0.4
H -0.4 0.5 0.0
H 0.0 0.1 -0.3
Cl 0.0 -0.2 0.2
C 0.4 -1.7 -0.4
Cl -0.2 0.9 -0.1
H 0.1 0.7 -0.2
H -0.1 0.5 0.5

HOMO energy in eV: -9.2
SMILES: C1CCOC1.C1CCOC1.C1CCOC1.C1CCOC1.ClCCl.ClCCl.ClCCl.ClCCl
LUMO energy in eV: 0.3

(5)
Density functional theory data (ωB97M-V with the def2-TZVPD basis set) for a gas-phase ion, C22H25F4N2 (charge +1).

Geometry (Å):
C 3.2682 0.4489 4.7117
N 3.4018 0.8818 3.3305
C 4.7135 0.5328 2.7959
C 2.8544 2.2051 3.0772
C 2.7820 2.6448 1.6163
C 2.7390 4.1556 1.4663
C 2.1784 4.4405 0.0747
C 1.0846 3.4013 -0.1053
N 1.5611 2.1884 0.7242
C 0.5404 1.2373 1.1085
C 0.9018 0.2819 2.2208
C 1.6837 -0.8106 2.0273
C 1.3808 -2.1723 2.4026
C 0.0480 -2.6270 2.5782
C -0.1685 -3.9911 2.7427
F -1.4640 -4.4539 2.8399
C 0.8673 -4.9275 2.8061
C 2.1697 -4.4356 2.6967
F 3.2198 -5.3261 2.7584
C 2.4530 -3.0910 2.5234
C -0.8410 1.8492 1.3056
C -1.6476 1.9636 0.1633
C -2.9451 2.4429 0.3015
F -3.6701 2.6868 -0.8426
C -3.5256 2.7001 1.5443
C -2.6921 2.5589 2.6506
F -3.2496 2.7056 3.9044
C -1.3382 2.2038 2.5618
H 2.2888 0.7423 5.1122
H 3.3576 -0.6459 4.7469
H 4.0588 0.8865 5.3485
H 4.8075 0.7898 1.7354
H 5.5416 0.9984 3.3573
H 4.8236 -0.5575 2.8934
H 1.8650 2.3290 3.5676
H 3.5237 2.9429 3.5761
H 3.6622 2.2491 1.0809
H 2.0596 4.5488 2.2418
H 3.7299 4.5902 1.6411
H 1.7821 5.4566 -0.0020
H 2.9244 4.3398 -0.7241
H 0.1391 3.7686 0.3021
H 0.9358 3.0479 -1.1368
H 2.0916 1.6750 0.0126
H 0.4258 0.6242 0.1917
H 0.4100 0.4533 3.1873
H 2.6922 -0.6710 1.6216
H -0.7822 -1.9193 2.5421
H 0.6695 -5.9853 2.9397
H 3.4825 -2.7344 2.4623
H -1.2351 1.7219 -0.8236
H -4.5733 2.9731 1.6368
H -0.7214 2.1784 3.4635

Forces on the atoms, in the same order (eV/Å):
C 0.1 0.1 -0.1
N 0.0 0.0 -0.2
C -0.3 0.2 0.3
C 0.6 0.0 0.5
C 0.0 0.2 0.1
C -0.1 0.2 0.3
C 0.3 0.1 -0.3
C 0.0 0.1 0.4
N 2.7 1.4 -1.7
C -1.2 -1.2 0.5
C -0.6 -0.6 0.2
C -0.2 0.8 0.2
C 0.2 -1.2 1.5
C 0.5 0.1 -0.2
C -0.6 -0.4 0.2
F 1.5 0.6 -0.1
C 0.0 0.5 -0.1
C 0.5 -0.5 0.1
F -1.2 0.9 0.0
C -0.5 0.1 -0.2
C -0.4 0.0 0.2
C 0.0 0.1 0.2
C -0.3 0.3 -0.7
F 0.7 -0.5 1.4
C 0.5 -0.1 -0.1
C -0.3 -0.1 0.9
F 0.8 0.1 -1.5
C -0.5 0.1 -0.1
H 0.2 -0.1 -0.1
H 0.0 0.3 0.1
H -0.2 -0.1 0.0
H 0.0 -0.1 0.2
H 0.0 0.0 -0.2
H 0.1 0.3 -0.1
H 0.5 -0.2 -0.3
H -0.4 0.2 -0.3
H -0.5 0.1 0.2
H 0.2 0.0 -0.3
H -0.3 -0.1 -0.1
H 0.0 -0.2 0.0
H 0.1 0.0 0.3
H 0.2 -0.3 0.0
H 0.0 0.2 0.4
H -0.2 0.1 0.3
H 0.0 0.2 0.5
H -0.7 -0.8 -0.8
H -0.7 -0.2 -1.2
H 0.2 -0.3 -0.1
H 0.0 0.1 -0.1
H -0.3 -0.3 -0.1
H -0.4 0.1 0.4
H 0.2 0.0 0.0
H -0.4 -0.1 -0.3

HOMO energy in eV: -10.9
SMILES: CN(C)C[C@@H]1CCC[N@@H+]1[C@@H](/C=C/c1cc(F)cc(F)c1)c1cc(F)cc(F)c1
Net charge: +1
LUMO energy in eV: -3.6

(6)
Density functional theory data (ωB97M-V with the def2-TZVPD basis set) for a molecular structure, C11H6N2NdO6.

Geometry (Å):
O -0.2642 -0.1989 -6.4793
C -0.2643 -0.1985 -5.3038
Nd -0.2647 -0.1993 -2.5453
O -2.1011 -3.2917 -2.3385
C -1.5105 -2.3102 -2.5034
C 0.9821 1.9082 -2.4847
O 1.5736 2.8973 -2.3356
C -2.3688 1.0554 -2.4879
O -3.3653 1.6410 -2.3389
C 1.8422 -1.4474 -2.4853
O 2.8374 -2.0350 -2.3364
N 1.4847 1.2460 4.2584
C 1.5248 1.2763 2.8806
O 2.3356 1.9695 2.2734
C 0.5306 0.4188 2.1588
C -0.4381 -0.4103 2.7703
C -1.3191 -1.1459 1.9757
C -1.2530 -1.0683 0.5851
N -0.3138 -0.2775 -0.0189
C 0.5633 0.4560 0.7456
H 2.1645 1.8362 4.7385
H 0.8471 0.7027 4.8475
H -0.4969 -0.4713 3.8546
H -2.0675 -1.7863 2.4235
H -1.9344 -1.6319 -0.0477
H 1.2757 1.0652 0.1936

Forces on the atoms, in the same order (eV/Å):
O 0.0 0.0 7.2
C 0.0 0.0 -7.7
Nd 0.1 0.0 1.3
O 2.8 4.7 -0.9
C -4.2 -6.9 0.8
C 4.4 7.3 0.9
O -3.1 -5.2 -0.8
C -7.7 4.4 0.9
O 5.5 -3.2 -0.8
C 7.7 -4.4 0.9
O -5.5 3.2 -0.8
N -0.2 -0.1 -0.9
C 1.3 1.0 1.9
O -1.2 -1.0 0.0
C -0.7 -0.5 -1.3
C 0.6 0.5 -0.7
C -0.2 -0.1 -0.6
C 0.9 0.7 1.0
N 0.1 0.1 -0.7
C -1.0 -0.8 0.5
H -0.3 -0.3 -0.2
H 0.5 0.5 -0.6
H -0.1 -0.1 -0.3
H 0.0 0.0 0.1
H 0.0 0.1 0.2
H 0.1 0.1 0.5

HOMO energy (spin up / spin down) in eV: -18.1 / -18.1
Net charge: +3
LUMO energy (spin up / spin down) in eV: -14.4 / -14.3
Multiplicity: 4

no.,electronic energy (Ha)
1,-12898.08158
2,-382.86960
3,-3396.79362
4,-4768.42898
5,-1361.94424
6,-1543.95844